No. 1
Density functional theory data (ωB97M-V/def2-TZVPD) for C32H29BrI2N10O3STa as an isolated structure.

```
! wB97M-V def2-TZVPD RIJCOSX def2/J DEFGRID3
* xyz 1 1
Ta -0.1834 -0.7304 -1.3467
C 2.8464 2.0518 3.9256
C 2.9253 2.2565 2.4207
N 2.9125 0.9850 1.6714
C 4.2045 0.4037 1.2804
C 4.7349 -0.6053 2.2872
C 1.7749 0.3908 1.3873
S 1.6998 -1.1341 0.5980
N 0.6330 0.9802 1.8553
C -0.3901 1.1077 1.1001
O -0.3561 0.8780 -0.2031
C -1.6744 1.5966 1.6467
C -1.9305 1.4763 3.0098
C -3.1367 1.9173 3.5265
C -4.0840 2.4935 2.6896
C -3.8267 2.6247 1.3315
C -2.6273 2.1705 0.8072
H 2.8371 3.0210 4.4237
H 3.7019 1.4906 4.2986
H 1.9335 1.5207 4.1913
H 3.8451 2.7683 2.1435
H 2.0940 2.8653 2.0746
H 4.8979 1.2336 1.1560
H 4.0678 -0.0669 0.3081
H 4.9222 -0.1461 3.2569
H 5.6765 -1.0175 1.9244
H 4.0318 -1.4273 2.4195
H -1.1811 1.0310 3.6507
H -3.3392 1.8166 4.5844
H -5.0221 2.8454 3.0989
H -4.5585 3.0868 0.6812
H -2.4328 2.2546 -0.2537
O -1.0884 -1.7554 -0.0359
C -2.0596 -1.7339 0.8865
C -1.8645 -2.3606 2.1099
C -2.8683 -2.3142 3.0593
C -4.0617 -1.6494 2.7887
C -4.2491 -1.0351 1.5655
C -3.2495 -1.0771 0.5939
C -3.3917 -0.4460 -0.7097
N -2.4310 -0.1730 -1.5942
C -3.0443 0.4723 -2.6522
C -4.3715 0.5742 -2.4116
N -4.5705 -0.0005 -1.1811
H -0.9218 -2.8594 2.2912
H -2.7245 -2.7935 4.0182
H -4.8411 -1.6058 3.5366
H -5.1728 -0.4976 1.3885
H -2.5046 0.7771 -3.5279
H -5.1729 0.9842 -2.9984
H -5.4550 -0.1088 -0.7153
I -0.8810 -1.9041 -3.8389
Br -1.7041 -4.3816 -1.1762
C 0.1768 -4.2364 -1.3098
C 0.8275 -5.4621 -1.3141
C 2.1923 -5.5059 -1.5104
C 2.8606 -4.3117 -1.7066
C 2.1427 -3.1383 -1.6682
N 0.8117 -3.0646 -1.4557
H 0.2476 -6.3627 -1.1827
H 2.7139 -6.4532 -1.5246
H 3.9249 -4.2776 -1.8877
H 2.6389 -2.1964 -1.8182
I -0.0482 5.3875 -3.5472
C -0.0359 3.3295 -3.4895
C 0.2970 2.4584 -4.5054
N 0.1733 1.2224 -4.0089
N -0.2217 1.2298 -2.7270
C -0.3500 2.5151 -2.3998
H 0.6127 2.6307 -5.5206
H 0.3202 0.3285 -4.4665
H -0.6343 2.8044 -1.4057
O 1.6484 -0.4276 -2.2856
N 2.4056 0.5604 -1.8115
C 3.2533 1.0227 -2.6610
C 3.3367 0.5527 -4.0195
N 3.4018 0.1738 -5.1012
C 4.1249 2.0659 -2.1970
N 4.8113 2.9042 -1.8184
*
```

ΔE to the lowest compared entry with this formula, charge and spin in kJ/mol: 0.9
HOMO energy in Ha: -0.40979
Maximum force in eV/A: 0.16
Calculated total energy in hartree: -5634.67293
Kohn-Sham gap in eV: 7.9

***

No. 2
Density functional theory data (ωB97M-V/def2-TZVPD) for C32H29BrLiN3O5S2 as an isolated structure.

```
! wB97M-V def2-TZVPD RIJCOSX def2/J DEFGRID3
* xyz 0 1
Li 0.8767 -0.8726 0.2237
C 0.3585 -0.2249 3.1829
O 1.2265 -0.0100 2.0793
C 2.5705 -0.3540 2.3598
C 3.3896 0.0314 1.1466
O 2.7996 -0.6027 0.0288
C 3.2109 -0.1554 -1.2442
C 2.3186 -0.8883 -2.2315
O 0.9677 -0.4918 -2.0874
C 0.6224 0.6508 -2.8418
H 0.6345 0.4329 4.0159
H 0.3938 -1.2638 3.5082
H -0.6476 0.0181 2.8450
H 2.6439 -1.4299 2.5434
H 2.9380 0.1953 3.2361
H 4.4298 -0.2890 1.2743
H 3.3701 1.1192 1.0172
H 4.2663 -0.3890 -1.4298
H 3.0731 0.9301 -1.3311
H 2.3481 -1.9506 -1.9821
H 2.6672 -0.7421 -3.2599
H 0.8419 0.4918 -3.9032
H 1.1450 1.5498 -2.5019
H -0.4474 0.8048 -2.7148
S -3.6719 -3.4663 -0.1469
C -5.2355 -4.1552 -0.1619
C -6.2102 -3.2069 -0.1845
C -5.6854 -1.8928 -0.1875
C -4.3163 -1.8567 -0.1688
C -3.4373 -0.6909 -0.1580
C -2.0420 -0.8397 0.0070
N -1.1854 0.1518 0.0291
C -1.6382 1.4150 -0.1043
C -3.0167 1.6806 -0.2590
C -3.4807 3.0288 -0.3745
C -2.6182 4.0643 -0.3440
C -1.2115 3.8410 -0.2140
C -0.2988 4.9038 -0.2296
C 1.0534 4.6570 -0.1262
C 1.4350 3.3027 0.0018
N 0.6118 2.2865 0.0064
C -0.7103 2.5253 -0.0961
C 2.0631 5.7114 -0.1640
C 3.4164 5.5856 -0.3314
C 4.1004 6.8261 -0.3410
C 3.2627 7.8837 -0.1826
S 1.6338 7.3837 -0.0174
C -3.9065 0.5972 -0.2966
H -5.3464 -5.2278 -0.1542
H -7.2657 -3.4365 -0.1960
H -6.3067 -1.0085 -0.1931
H -1.6090 -1.8303 0.1234
H -4.5452 3.1990 -0.4823
H -2.9676 5.0863 -0.4285
H -0.6645 5.9183 -0.3410
H 2.4889 3.0694 0.1119
H 3.9152 4.6361 -0.4594
H 5.1692 6.9217 -0.4645
H 3.5054 8.9336 -0.1499
H -4.9611 0.7952 -0.4442
Br -0.4673 -7.2396 -2.5877
C -0.0809 -6.6651 -0.8159
C -0.0718 -7.5856 0.2192
N 0.1711 -7.2289 1.4759
C 0.4281 -5.9489 1.7288
C 0.4501 -4.9623 0.7491
C 0.1787 -5.3328 -0.5592
C 0.7668 -3.5165 1.1028
O 1.2614 -3.3114 2.2196
O 0.5048 -2.6677 0.1985
H -0.2631 -8.6364 0.0339
H 0.6286 -5.6786 2.7579
H 0.1718 -4.5787 -1.3344
*
```

ΔE to the lowest compared entry with this formula, charge and spin in kJ/mol: 0.0
HOMO energy in Ha: -0.30055
Maximum force in eV/A: 0.64
Calculated total energy in hartree: -5155.30497
Kohn-Sham gap in eV: 7.5

***

No. 3
Density functional theory data (ωB97M-V/def2-TZVPD) for C32H29CaIN3O4S4 as an isolated structure.

```
! wB97M-V def2-TZVPD RIJCOSX def2/J DEFGRID3
* xyz -1 1
Ca 0.7691 -0.1426 0.5064
C -3.4059 2.0725 -0.1335
C -2.1765 1.5015 0.5296
N -1.3931 0.7085 -0.1005
N -1.7227 0.3667 -1.4160
C -0.7743 0.5836 -2.2648
S 0.7480 1.3655 -2.0475
S -1.2022 -0.2004 -3.8291
C -0.2142 0.7109 -5.0443
C -0.8524 1.9950 -5.4944
C -0.5552 3.1972 -4.8564
C -1.1652 4.3765 -5.2593
C -2.0766 4.3740 -6.3054
C -2.3776 3.1810 -6.9475
C -1.7700 2.0024 -6.5418
C -1.8761 1.9078 1.9182
C -2.9496 2.3183 2.7189
C -2.7872 2.8411 3.9862
C -1.4917 3.0120 4.4698
C -0.4090 2.6253 3.7168
C -0.5420 2.0052 2.4443
O 0.5197 1.6076 1.8250
H -3.2785 2.0829 -1.2122
H -3.6097 3.0781 0.2276
H -4.2757 1.4479 0.0899
H -0.0910 0.0302 -5.8880
H 0.7653 0.8872 -4.5991
H 0.1411 3.1907 -4.0267
H -0.9287 5.3016 -4.7478
H -2.5527 5.2955 -6.6178
H -3.0896 3.1670 -7.7641
H -2.0149 1.0699 -7.0388
H -3.9557 2.2162 2.3294
H -3.6468 3.1261 4.5792
H -1.3328 3.4517 5.4490
H 0.6009 2.7475 4.0906
S 0.1098 -4.2258 -2.4747
C -0.0874 -2.8367 -1.4620
N 0.8965 -2.0100 -1.4341
C 1.9305 -2.4412 -2.2422
C 3.1333 -1.7577 -2.4316
C 4.0732 -2.3107 -3.2743
C 3.8304 -3.5247 -3.9318
C 2.6430 -4.2051 -3.7591
C 1.6907 -3.6510 -2.9060
H -0.9917 -2.6881 -0.8879
H 3.2932 -0.8166 -1.9230
H 5.0121 -1.7976 -3.4386
H 4.5871 -3.9327 -4.5902
H 2.4551 -5.1394 -4.2720
C 3.5062 -2.2439 2.8987
S 3.8590 -0.6070 2.2415
C 2.9492 0.3270 3.4764
O 3.0414 -0.5239 0.9845
H 2.4267 -2.3305 3.0440
H 4.0416 -2.3755 3.8397
H 3.8647 -2.9623 2.1637
H 3.5595 0.3988 4.3774
H 1.9923 -0.1624 3.6728
H 2.7680 1.3136 3.0516
I -6.5826 -3.3093 3.7988
C -4.5618 -2.8849 3.4620
C -4.1666 -2.3770 2.2339
C -2.8242 -2.1086 2.0124
C -1.8846 -2.3283 3.0127
C -2.3037 -2.8132 4.2441
C -3.6391 -3.1078 4.4723
C -0.4209 -1.9979 2.7814
O 0.2989 -1.7820 3.7657
O -0.0506 -1.9737 1.5664
H -4.8958 -2.1892 1.4568
H -2.4972 -1.7022 1.0631
H -1.5660 -2.9447 5.0250
H -3.9606 -3.4964 5.4296
*
```

HOMO energy in Ha: -0.16792
Maximum force in eV/A: 0.63
Calculated total energy in hartree: -4270.36759
Kohn-Sham gap in eV: 6.7